No. 1
Entry from OMol25: a molecular structure, C44H58FeN9O2SSbSi3 in a non-equilibrium geometry (ωB97M-V with the def2-TZVPD basis set).

Values from the calculation:
frontier orbital gap (spin up / spin down)	4.64 / 5.49	eV
energy relative to the best compared isomer or geometry (same formula, charge and spin)	53.95	kJ/mol
2S+1	5
HOMO (spin up / spin down)	-5.1 / -6.5	eV
E	-139465.8331	eV

XYZ file:
```
119
Properties=species:S:1:pos:R:3:forces:R:3
Fe -0.630 0.593 -0.256 -0.398 0.310 -0.121
C -3.933 1.158 4.571 0.081 -0.118 -0.031
C -2.616 0.420 4.774 -0.013 0.060 -0.098
N -2.200 -0.376 3.628 -0.280 -0.020 -0.008
C -1.600 0.140 2.534 0.350 -0.019 -0.278
S -1.314 -1.084 1.252 -0.015 0.136 -0.036
N -1.268 1.375 2.490 -0.228 0.424 0.516
N -0.588 1.835 1.324 -0.376 -0.114 -0.583
C -1.082 3.131 0.922 -0.238 -0.071 0.702
C -1.470 4.143 1.952 0.138 -0.123 -0.205
C -1.278 3.314 -0.452 0.250 0.136 -0.417
C -1.720 4.543 -0.995 -0.007 -0.078 0.321
C -1.865 4.678 -2.349 0.039 -0.119 -0.253
C -1.561 3.592 -3.176 -0.053 0.239 0.103
C -1.122 2.426 -2.589 0.069 -0.153 0.067
N -0.974 2.264 -1.272 0.123 0.736 0.003
H -4.222 1.672 5.489 0.000 0.009 -0.016
H -4.725 0.460 4.298 -0.034 0.033 0.005
H -3.828 1.892 3.776 -0.033 0.077 -0.077
H -2.696 -0.263 5.620 0.076 0.013 0.023
H -1.818 1.134 4.977 0.028 -0.044 0.068
H -2.594 -1.296 3.521 0.052 -0.035 0.021
H -1.487 3.680 2.934 -0.001 0.017 0.038
H -2.456 4.564 1.741 0.002 -0.018 0.030
H -0.749 4.962 1.961 0.080 0.026 -0.016
H -1.937 5.364 -0.328 0.028 -0.008 -0.021
H -2.198 5.614 -2.779 -0.025 0.005 0.038
H -1.659 3.655 -4.250 0.002 -0.033 0.000
H -0.866 1.574 -3.201 -0.014 -0.026 -0.025
C 0.760 -3.408 1.674 -0.069 0.158 -0.172
Sb 1.208 -1.378 0.940 1.065 -0.938 0.868
C 0.868 1.620 1.444 0.708 -0.309 0.742
C 1.795 2.586 0.884 -0.021 0.144 -0.140
C 3.135 2.195 0.648 -0.106 -0.042 -0.217
C 4.040 3.089 0.135 -0.027 -0.050 0.006
C 3.631 4.388 -0.171 0.006 0.079 -0.054
C 2.306 4.700 0.060 0.119 -0.085 -0.031
N 1.428 3.845 0.577 -0.545 0.013 0.051
Si 1.464 1.233 3.226 0.194 0.345 0.309
C 0.916 -0.315 4.201 -0.050 0.079 -0.299
C 1.063 2.746 4.306 0.061 -0.219 -0.128
C 3.355 1.066 3.302 -0.123 0.127 -0.017
C 1.929 -2.100 -1.031 -0.382 0.040 -0.072
C 1.993 -0.859 -1.861 0.234 0.078 0.121
C 2.651 -0.873 -3.100 0.029 -0.002 -0.016
C 2.853 0.296 -3.799 -0.035 0.032 0.120
C 2.417 1.485 -3.230 0.081 -0.015 -0.101
C 1.772 1.428 -2.014 0.061 -0.080 0.062
N 1.513 0.294 -1.338 0.276 -0.249 -0.944
Si 3.783 -2.498 -0.638 0.557 -0.107 0.140
C 4.777 -0.903 -0.445 -0.272 -0.059 -0.065
C 4.045 -3.418 0.993 -0.215 0.003 -0.226
C 4.648 -3.514 -1.993 -0.162 0.089 0.077
Si 1.030 -3.616 -1.800 -0.041 -0.417 0.084
C 1.806 -5.237 -1.191 0.014 0.223 0.026
C 1.222 -3.732 -3.683 0.005 0.183 0.205
C -0.801 -3.708 -1.334 0.203 0.044 -0.095
H 0.716 -3.350 2.763 -0.021 0.081 0.004
H 1.537 -4.113 1.392 -0.041 0.054 0.055
H -0.205 -3.748 1.303 0.039 -0.082 0.021
H 3.404 1.169 0.840 0.021 0.095 -0.079
H 5.061 2.781 -0.058 0.007 -0.038 0.023
H 4.315 5.120 -0.577 -0.016 0.006 -0.014
H 1.914 5.687 -0.175 0.061 -0.013 0.012
H 0.330 -1.037 3.637 -0.014 -0.064 0.103
H 0.318 -0.029 5.069 -0.011 0.043 -0.014
H 1.804 -0.836 4.564 0.036 0.037 -0.001
H 0.002 2.798 4.553 -0.042 -0.017 -0.014
H 1.331 3.669 3.784 0.019 -0.003 0.000
H 1.627 2.710 5.242 0.016 -0.006 0.003
H 3.717 0.190 2.755 0.005 0.002 0.015
H 3.637 0.931 4.350 -0.116 -0.041 0.057
H 3.881 1.947 2.933 0.007 -0.066 0.090
H 3.009 -1.813 -3.492 -0.003 0.042 0.000
H 3.368 0.287 -4.752 -0.028 -0.006 -0.018
H 2.577 2.439 -3.711 -0.009 0.012 0.034
H 1.449 2.345 -1.553 -0.129 0.096 0.084
H 4.464 -0.358 0.447 0.042 -0.034 0.003
H 4.689 -0.231 -1.301 0.005 0.017 0.028
H 5.834 -1.149 -0.318 -0.002 -0.093 -0.010
H 3.560 -2.915 1.832 0.077 -0.035 0.061
H 5.117 -3.448 1.200 0.029 0.061 -0.053
H 3.690 -4.449 0.957 -0.013 0.031 0.017
H 4.135 -3.510 -2.954 0.046 -0.033 0.028
H 4.758 -4.555 -1.685 0.023 0.032 0.000
H 5.652 -3.115 -2.152 -0.006 0.052 0.006
H 2.863 -5.322 -1.445 -0.094 -0.040 -0.012
H 1.284 -6.061 -1.686 -0.036 0.023 -0.039
H 1.701 -5.389 -0.117 -0.037 -0.025 -0.053
H 2.222 -4.073 -3.960 -0.014 0.007 0.013
H 1.023 -2.799 -4.206 -0.037 0.003 -0.026
H 0.512 -4.475 -4.055 -0.022 -0.019 0.055
H -1.130 -2.857 -0.741 -0.063 0.032 0.000
H -1.434 -3.744 -2.221 0.001 0.025 -0.053
H -0.994 -4.613 -0.756 0.031 0.004 0.014
O -7.575 -1.556 -0.296 0.025 0.042 -0.013
N -6.901 -1.862 -1.297 -0.012 -0.110 -0.030
O -7.353 -2.598 -2.188 0.044 0.041 0.085
C -5.581 -1.399 -1.427 0.082 -0.103 -0.144
C -4.830 -1.891 -2.497 -0.193 -0.047 0.001
C -3.510 -1.523 -2.697 0.093 0.058 0.124
C -2.801 -1.899 -3.872 -0.017 0.030 0.043
C -1.513 -1.485 -4.015 -0.011 -0.037 0.063
C -0.885 -0.810 -2.963 0.279 -0.065 -0.067
N -1.501 -0.441 -1.830 -0.717 -0.255 -0.340
C -2.825 -0.706 -1.741 0.176 -0.131 -0.306
C -3.636 -0.055 -0.731 -0.168 0.050 0.215
N -3.030 0.920 -0.023 -0.909 -0.079 -0.127
C -3.791 1.669 0.765 0.233 -0.091 -0.021
C -5.146 1.453 0.954 -0.072 -0.057 0.006
C -5.758 0.402 0.316 0.111 0.189 0.082
C -5.014 -0.378 -0.587 0.009 -0.010 0.030
H -5.313 -2.563 -3.189 0.005 0.026 -0.034
H -3.310 -2.473 -4.635 -0.008 0.038 -0.023
H -0.955 -1.684 -4.920 0.060 -0.051 0.027
H 0.149 -0.549 -3.069 0.064 0.099 -0.002
H -3.299 2.473 1.286 0.048 0.058 0.112
H -5.711 2.109 1.602 0.014 -0.007 0.049
H -6.801 0.189 0.471 -0.018 -0.038 -0.054
```
Positions in Å, forces in eV/Å.

No. 2
Entry from OMol25: a molecular structure, C44H58HfN6O2PS2Si in a non-equilibrium geometry (ωB97M-V with the def2-TZVPD basis set).

Values from the calculation:
frontier orbital gap	6.91	eV
energy relative to the best compared isomer or geometry (same formula, charge and spin)	79.39	kJ/mol
HOMO	-9.3	eV
E	-99743.4090	eV
total charge	+1

XYZ file:
```
115
Properties=species:S:1:pos:R:3:forces:R:3
Hf -0.531 -0.257 -0.748 1.346 0.823 -0.623
N 3.242 -0.119 -3.291 1.317 -2.027 0.491
C 3.594 -1.374 -2.725 -0.509 0.949 -0.548
C 4.528 -2.329 -3.072 1.208 0.503 -1.102
C 4.517 -3.506 -2.378 0.156 -1.537 0.436
C 3.559 -3.739 -1.381 -0.559 -1.696 0.511
C 2.568 -2.836 -1.108 -0.704 0.410 0.256
C 2.617 -1.625 -1.785 -0.304 0.365 -0.121
N 1.722 -0.565 -1.800 -1.483 -1.099 1.843
C 2.116 0.268 -2.680 0.434 0.883 -1.351
C 1.368 1.451 -3.025 0.079 0.958 0.037
C 1.645 2.374 -3.985 0.250 -0.282 0.294
S 0.541 3.648 -3.867 -0.494 0.313 -0.508
C -0.314 2.855 -2.625 0.640 -0.301 0.403
N 0.289 1.742 -2.257 -1.364 -0.343 0.623
H 3.781 0.285 -4.016 0.074 0.687 -0.543
H 5.230 -2.138 -3.895 -0.279 -0.226 0.426
H 5.145 -4.389 -2.611 -0.099 1.070 -0.074
H 3.466 -4.752 -0.900 0.405 1.159 -0.578
H 1.695 -3.047 -0.490 0.415 -0.079 0.073
H 2.438 2.308 -4.705 0.073 0.303 -0.191
H -1.232 3.272 -2.177 0.783 -0.420 -0.237
C -0.548 -3.865 1.131 -0.574 0.628 -1.787
P -1.464 -2.329 0.639 0.228 -0.326 0.378
C -2.929 -3.160 -0.038 0.137 0.011 -0.318
C -1.747 -1.526 2.266 -0.269 0.420 -0.484
H -1.184 -4.370 1.838 -0.010 -0.485 0.295
H 0.413 -3.618 1.540 0.488 -0.076 0.215
H -0.468 -4.434 0.163 0.129 0.239 1.136
H -3.248 -3.946 0.651 -0.072 -0.006 -0.296
H -2.596 -3.553 -1.018 -0.069 -0.224 0.536
H -3.749 -2.515 -0.316 -0.185 0.319 0.376
H -2.310 -2.140 2.937 -0.463 -0.476 0.467
H -2.223 -0.538 2.179 0.034 -0.403 -0.233
H -0.768 -1.368 2.696 0.099 0.062 0.068
C -0.383 -0.673 -4.743 0.388 0.727 0.946
Si -1.085 -1.647 -3.235 -0.190 0.405 -0.280
C -0.181 -3.314 -3.408 -0.423 0.999 0.393
C -2.903 -1.940 -3.782 1.276 -0.688 0.823
C -3.965 -1.641 -2.943 0.113 0.534 0.090
C -5.261 -1.805 -3.396 0.016 -0.556 0.480
C -5.469 -2.559 -4.517 0.226 -0.613 -1.065
C -4.413 -3.039 -5.289 0.530 0.826 -0.057
C -3.112 -2.656 -4.963 -0.494 0.211 -0.116
H -0.639 -1.021 -5.722 -0.372 -0.526 -0.550
H 0.714 -0.710 -4.686 -0.085 0.130 -0.069
H -0.701 0.384 -4.703 0.165 -0.262 0.000
H -0.283 -3.795 -4.356 0.092 -0.244 -0.751
H -0.507 -3.989 -2.660 -0.625 -0.924 0.832
H 0.839 -3.134 -3.140 0.956 0.062 -0.287
H -3.772 -1.235 -1.945 0.093 0.007 -0.790
H -6.119 -1.458 -2.862 -0.324 0.217 0.530
H -6.453 -2.820 -4.839 -0.623 0.080 -0.068
H -4.620 -3.551 -6.212 -0.040 -0.365 -0.112
H -2.257 -2.865 -5.616 -0.438 -0.128 0.192
N 0.204 1.614 1.089 -0.188 -0.389 -0.860
C -0.322 2.188 1.935 0.070 0.408 0.297
N -0.882 2.903 2.884 0.765 0.508 -0.185
C -0.044 3.934 3.550 -0.158 0.294 0.093
C -0.987 4.981 4.146 0.598 -1.056 -0.012
O -1.890 4.345 5.019 -0.651 -0.769 -0.400
C -2.721 3.368 4.298 0.940 2.501 0.141
C -1.895 2.281 3.713 -1.015 0.533 -1.187
H 0.706 4.337 2.879 -0.338 0.229 -0.633
H 0.578 3.521 4.333 -0.144 -0.585 0.572
H -1.473 5.512 3.363 -0.842 0.330 -0.924
H -0.449 5.731 4.686 0.478 0.245 0.650
H -3.247 3.950 3.513 0.064 -0.539 0.229
H -3.396 3.006 5.023 -0.871 -0.439 0.723
H -2.580 1.685 3.098 0.388 -0.130 -0.038
H -1.436 1.687 4.446 0.555 -0.995 1.247
C -2.956 2.772 -0.067 -0.102 1.176 -0.191
C -3.227 1.452 -0.830 -0.728 0.145 0.667
C -3.470 1.636 -2.311 -1.592 1.211 -1.105
C -4.481 0.739 -0.314 -0.070 -0.262 0.441
N -2.138 0.606 -0.596 0.891 -1.121 0.001
H -3.588 3.616 -0.471 0.400 -0.776 0.660
H -1.889 3.117 -0.138 -0.812 -0.482 -0.199
H -3.124 2.646 1.025 -0.156 0.068 -0.682
H -4.016 2.610 -2.508 0.324 -1.084 0.133
H -4.026 0.807 -2.799 0.078 0.581 0.675
H -2.588 1.665 -2.891 1.292 0.180 -0.448
H -5.410 1.155 -0.685 -0.245 0.577 0.328
H -4.456 0.620 0.779 -0.221 0.182 -0.229
H -4.479 -0.253 -0.754 0.070 -0.093 0.247
O 1.332 -0.770 1.021 -0.507 -0.112 -0.243
S 2.781 -0.359 1.087 0.444 1.205 -0.452
C 3.558 -1.612 2.060 0.659 -0.341 1.092
C 3.009 -1.763 3.467 -1.804 -0.540 -0.138
C 3.852 -1.909 4.548 0.448 0.048 0.289
C 3.377 -2.258 5.831 -1.007 -0.238 -2.228
C 2.018 -2.497 5.971 0.076 0.695 0.564
C 1.112 -2.170 4.952 0.197 -0.336 -0.349
C 1.597 -1.869 3.671 0.864 0.137 1.449
C 3.036 1.095 2.271 -1.116 -0.612 0.649
C 3.319 2.425 1.580 0.272 0.360 -0.063
C 4.038 3.501 2.154 -0.439 -0.604 -0.055
C 4.275 4.678 1.446 -0.199 -0.537 0.483
C 3.816 4.832 0.153 -0.224 0.492 -0.302
C 3.105 3.802 -0.429 0.086 -1.254 -0.342
C 2.889 2.603 0.283 0.380 1.568 -0.187
H 4.627 -1.337 2.136 -0.371 -0.143 -0.319
H 3.477 -2.544 1.471 -0.005 0.432 0.219
H 4.909 -1.768 4.333 0.000 -0.129 0.414
H 4.026 -2.473 6.626 0.880 -0.060 0.877
H 1.683 -2.847 6.946 -0.222 0.123 -0.242
H 0.032 -2.204 5.180 0.634 -0.078 -0.378
H 0.919 -1.630 2.879 0.127 -0.167 -0.218
H 3.924 0.752 2.833 -0.608 0.337 0.179
H 2.058 1.069 2.902 1.897 0.172 -0.816
H 4.373 3.409 3.173 0.228 0.029 0.240
H 4.805 5.502 1.890 0.166 0.014 0.311
H 3.998 5.795 -0.336 -0.087 -0.528 -0.103
H 2.808 3.791 -1.484 -0.067 0.406 0.444
H 2.338 1.828 -0.162 -0.581 -0.774 -0.796
```
Positions in Å, forces in eV/Å.

- The lowest E belongs to which entry?
  C44H58FeN9O2SSbSi3

- E of number 2 (C44H58HfN6O2PS2Si)?
  -99743.4090 eV

- What is the E in the second record?
  -99743.4090 eV